No. 1
62
Properties=species:S:1:pos:R:3 method="wB97M-V/def2-TZVPD" e_lumo_ev=-2.71 homo_ev=-10.4 homo_lumo_gap_ev=7.73 total_charge=+1
C 1.93786 -0.82582 6.16127
C 1.54820 -0.88687 4.70335
C 0.22557 -1.13571 4.36605
C -0.21941 -0.95551 3.05423
C 0.62231 -0.55314 1.98959
P -0.12192 -0.04461 0.36708
C -0.77340 1.61512 0.68801
C -1.41990 2.25553 -0.39021
C -1.83869 3.57249 -0.30328
C -1.56762 4.32281 0.83373
C -1.79461 5.79672 0.75693
C -0.94662 3.69401 1.91672
C -0.55066 2.35683 1.87097
C 1.33653 0.17855 -0.69444
C 2.00137 -0.98424 -1.13822
C 3.22746 -0.92756 -1.78991
C 3.86180 0.29188 -1.96556
C 5.28744 0.28640 -2.41321
C 3.20380 1.45549 -1.54488
C 1.95158 1.42410 -0.92887
C 1.98845 -0.39875 2.33829
C 2.42460 -0.54453 3.66383
H 2.99880 -0.57782 6.31663
H 1.33507 -0.02882 6.63763
H 1.70681 -1.74932 6.71433
H -0.45921 -1.40094 5.17608
H -1.27611 -1.05812 2.85529
H -1.51312 1.70674 -1.32290
H -2.30937 4.06105 -1.15276
H -1.47000 6.34034 1.65070
H -1.19626 6.16637 -0.08926
H -2.83236 6.06362 0.53105
H -0.73777 4.27514 2.80799
H -0.03740 1.90394 2.71797
H 1.57756 -1.95286 -0.89201
H 3.75700 -1.83433 -2.09162
H 5.73023 1.28525 -2.49522
H 5.86198 -0.27404 -1.66065
H 5.43727 -0.24153 -3.35951
H 3.69787 2.41318 -1.67269
H 1.46857 2.34310 -0.59231
H 2.72995 -0.12325 1.59092
H 3.46920 -0.36464 3.93160
C -3.81194 -1.01965 -0.93059
N -2.46263 -1.20262 -1.52381
C -2.44848 -2.16908 -2.59034
C -3.61239 -2.85981 -3.06992
C -3.49818 -3.93854 -3.96379
C -2.23684 -4.23148 -4.56374
C -1.08816 -3.55043 -4.14079
C -1.20873 -2.50761 -3.21187
C -1.33803 -1.26418 -0.45680
H -4.58134 -1.11196 -1.69827
H -4.05955 -1.77030 -0.16092
H -3.86868 -0.00413 -0.53465
H -4.63008 -2.62379 -2.73533
H -4.39557 -4.50073 -4.25342
H -2.17330 -4.90970 -5.40694
H -0.08011 -3.77174 -4.55229
H -0.32403 -1.93154 -2.94275
H -0.67663 -2.01766 -0.86780
H -1.82819 -1.56133 0.46129

***

No. 2
70
Properties=species:S:1:pos:R:3 method="wB97M-V/def2-TZVPD" e_lumo_ev=-6.04 e_above_lowest_kj_mol=142.4 homo_ev=-13.2 homo_lumo_gap_ev=7.20 total_charge=+2
Zr -0.57628 1.56447 -0.42908
C 3.26273 1.87201 0.85503
C 1.97319 2.62678 0.73848
C 1.76373 3.53125 -0.30537
C 0.60612 4.29185 -0.36960
C -0.38757 4.15081 0.60282
C -0.17466 3.27454 1.66618
C 0.98021 2.49479 1.71501
H 3.95973 2.44052 1.47536
H 3.73335 1.72620 -0.11678
H 3.12110 0.90317 1.33274
H 2.53729 3.66938 -1.05036
H 0.48795 5.02085 -1.15794
H -1.26814 4.77577 0.59129
H -0.87870 3.23744 2.47805
H 1.15306 1.86235 2.57348
S -2.49777 1.36246 1.15682
C -2.27743 0.17303 2.45633
C -3.18137 0.18208 3.51555
C -3.07119 -0.76814 4.52221
C -2.07452 -1.73486 4.47745
C -1.17677 -1.75123 3.41952
C -1.28176 -0.79880 2.41833
As -0.12091 -0.72283 0.90661
C -1.25267 -1.46585 -0.51769
C -2.61481 -1.67671 -0.32936
C -3.38341 -2.19125 -1.36109
C -2.80157 -2.49733 -2.58521
C -1.43745 -2.31331 -2.77203
C -0.66679 -1.80048 -1.74052
C 1.13734 -2.13115 1.13811
C 0.89816 -3.39372 0.61308
C 1.81425 -4.40878 0.86005
C 2.95432 -4.16156 1.61509
C 3.18734 -2.89617 2.13993
C 2.27710 -1.87442 1.90008
H -3.96569 0.92867 3.54930
H -3.77248 -0.75163 5.34737
H -1.99737 -2.47626 5.26260
H -0.40140 -2.50534 3.37793
H -3.07950 -1.45206 0.61945
H -4.44088 -2.35960 -1.20468
H -3.40769 -2.89970 -3.38719
H -0.97429 -2.58516 -3.71221
H 0.39989 -1.71300 -1.87974
H 0.00879 -3.59653 0.03591
H 1.62933 -5.40063 0.46564
H 3.65871 -4.96197 1.80473
H 4.06795 -2.70771 2.74159
H 2.44589 -0.89744 2.33354
N -3.40025 3.52067 -1.46339
C -2.95975 3.05901 -2.78791
C -1.78316 2.21933 -2.39202
O -0.62384 2.71839 -2.24278
O -1.95835 1.06295 -1.86594
H -4.05187 2.86215 -1.05574
H -3.86138 4.41856 -1.51833
H -2.60847 3.89737 -3.37985
H -3.70564 2.48936 -3.33729
C 3.67593 -1.52759 -2.53714
N 2.75986 -0.77037 -1.68601
C 1.97076 0.20368 -2.11608
N 2.00368 0.57117 -3.39697
O 1.18955 0.81640 -1.31833
H 4.16056 -2.28181 -1.92505
H 4.44865 -0.88273 -2.95778
H 3.13581 -2.03386 -3.33918
H 2.66447 -1.02570 -0.71264
H 2.63271 0.15511 -4.06205
H 1.41629 1.33309 -3.69234

***

No. 3
66
Properties=species:S:1:pos:R:3 method="wB97M-V/def2-TZVPD" e_lumo_ev="-10.44 / -11.68" multiplicity=4 e_above_lowest_kj_mol=0.0 homo_ev="-17.5 / -17.6" homo_lumo_gap_ev="7.09 / 5.89" s_squared=3.8054 total_charge=+3
Tc -0.00922 -0.43088 -0.06008
C -3.22264 1.41317 0.77470
C -1.72530 1.49885 0.82449
C -0.96590 0.75619 1.76038
C 0.41190 0.99698 1.92604
C 1.04692 1.99133 1.17122
C 0.33694 2.62718 0.16988
C -1.02729 2.36134 -0.02043
H -3.63719 2.33826 1.18431
H -3.61225 0.59327 1.37311
H -3.59459 1.32924 -0.24716
H -1.47274 0.10275 2.45949
H 0.93777 0.47587 2.71578
H 2.08941 2.22841 1.33902
H 0.82618 3.36687 -0.45319
H -1.57600 2.91613 -0.77463
S -2.16690 -1.40137 -0.05844
C -2.03543 -3.10271 0.00057
C -3.16890 -3.87408 -0.33904
C -3.07043 -5.25107 -0.31576
C -1.87252 -5.86530 0.05147
C -0.74884 -5.10479 0.41410
C -0.83669 -3.73578 0.39639
As 0.59152 -2.60042 0.97693
C 2.19640 -3.46021 0.43155
C 2.41132 -3.60222 -0.94169
C 3.52316 -4.29830 -1.38662
C 4.41086 -4.84205 -0.46054
C 4.18567 -4.69762 0.90203
C 3.07339 -4.00161 1.36242
C 0.50370 -2.45589 2.87167
C 1.60848 -1.96091 3.56562
C 1.54136 -1.84830 4.94577
C 0.37598 -2.20919 5.61722
C -0.72186 -2.69442 4.91628
C -0.66651 -2.81997 3.53401
H -4.09344 -3.38779 -0.62710
H -3.92685 -5.85395 -0.58764
H -1.80853 -6.94614 0.07078
H 0.16706 -5.59714 0.71576
H 1.70252 -3.19725 -1.65782
H 3.69715 -4.42783 -2.44772
H 5.27883 -5.38924 -0.80600
H 4.87349 -5.13155 1.61623
H 2.89860 -3.90681 2.42634
H 2.52328 -1.69613 3.04771
H 2.39984 -1.49117 5.49978
H 0.32798 -2.11965 6.69497
H -1.62003 -2.98558 5.44647
H -1.51622 -3.22066 2.99513
C -0.57165 -1.53994 -3.10055
O 0.15782 -0.73209 -2.11740
C 1.17656 0.15491 -2.68392
C 2.43194 -0.09916 -1.92244
O 2.10673 0.03747 -0.52006
C 3.26260 -0.22132 0.32152
H -0.96481 -0.88209 -3.87010
H -1.38295 -2.03589 -2.58396
H 0.11377 -2.26795 -3.52620
H 0.82162 1.17884 -2.58193
H 1.31444 -0.07000 -3.73954
H 3.19834 0.62536 -2.19955
H 2.80951 -1.10746 -2.09762
H 4.00802 0.55191 0.14631
H 3.67359 -1.20289 0.08784
H 2.93122 -0.19095 1.35465

***

No. 4
70
Properties=species:S:1:pos:R:3 method="wB97M-V/def2-TZVPD" e_lumo_ev="-8.24 / -7.93" multiplicity=2 homo_ev="-14.0 / -14.1" homo_lumo_gap_ev="5.78 / 6.19" s_squared=0.7865 total_charge=+2
Re 0.53354 0.57280 -0.06438
O -0.63397 4.47539 0.57017
C -0.48898 3.25211 0.18624
O 0.62366 2.69161 0.10108
C -1.68018 2.51612 -0.29408
C -2.90310 3.01693 -0.70423
C -3.68570 2.20922 -1.53194
C -3.18471 1.01225 -2.02839
C -1.94532 0.58176 -1.57333
N -1.29933 1.27702 -0.64492
C -1.03058 -0.46027 -2.18372
O -1.35655 -1.34390 -2.90613
O 0.25533 -0.20507 -1.81008
H 0.22465 4.89292 0.77063
H -3.21543 4.01505 -0.43177
H -4.65293 2.56351 -1.86125
H -3.71394 0.43859 -2.77686
C 2.73740 -2.40433 6.95878
C 3.24649 -2.53369 5.52490
C 3.06706 -3.98560 5.05676
C 4.73961 -2.17010 5.51468
C 2.48424 -1.62795 4.55998
C 2.93693 -1.49903 3.23839
C 2.23354 -0.69499 2.38211
Br 2.87968 -0.36211 0.60965
C 1.07633 0.02305 2.75756
O 0.49936 0.81484 1.83661
C 0.60742 -0.09115 4.08114
C 1.34193 -0.92790 4.92589
C -0.62431 0.60652 4.67632
C -1.42942 1.50215 3.73060
C -1.57999 -0.47296 5.20764
C -0.15634 1.48327 5.84937
H 3.35294 -3.02172 7.61228
H 1.71018 -2.75735 7.06592
H 2.79895 -1.37739 7.32243
H 3.61950 -4.65651 5.71560
H 3.44617 -4.13245 4.04442
H 2.01697 -4.28106 5.07828
H 5.26178 -2.77215 6.25858
H 4.89499 -1.12022 5.76552
H 5.21578 -2.37495 4.55615
H 3.83030 -2.01281 2.91338
H 1.00018 -1.03865 5.94396
H -1.84721 0.94615 2.88957
H -0.83550 2.33300 3.35188
H -2.26133 1.92339 4.29676
H -1.92191 -1.12548 4.40473
H -2.45543 0.00231 5.65207
H -1.11891 -1.09313 5.97393
H 0.53781 2.25401 5.51208
H 0.33459 0.90032 6.62687
H -1.01704 1.97608 6.30331
C 0.55409 -3.04745 -0.90099
C -0.14655 -2.48783 0.28824
O -0.14696 -1.25050 0.55423
C -0.87877 -3.35371 1.19364
C -1.02073 -4.71945 0.91439
C -1.72931 -5.53048 1.78132
C -2.29136 -4.98702 2.92935
C -2.15296 -3.63164 3.21719
C -1.45503 -2.81488 2.35388
H 1.16978 -2.30567 -1.38949
H -0.18758 -3.40406 -1.62047
H 1.15566 -3.90545 -0.60291
H -0.58696 -5.14998 0.02332
H -1.84475 -6.58281 1.56546
H -2.84275 -5.62420 3.60770
H -2.59546 -3.22662 4.11675
H -1.34075 -1.76072 2.56598